1.
Molecular formula: C35H45ClLaN5O6
Method: DFT, ωB97M-V/def2-TZVPD

The geometry in XYZ format:
```
93
C35H45ClLaN5O6 | OMol25 | ωB97M-V/def2-TZVPD
O 1.317 -1.363 -2.469
C 2.265 -1.210 -3.441
C 3.682 -1.289 -2.852
C 3.933 -1.135 -1.482
H 3.103 -0.922 -0.799
C 5.246 -1.226 -1.004
H 5.423 -1.107 0.070
C 6.306 -1.422 -1.897
H 7.326 -1.475 -1.518
C 6.058 -1.567 -3.270
H 6.884 -1.706 -3.973
C 4.745 -1.515 -3.735
H 4.524 -1.611 -4.803
H 2.235 -1.987 -4.227
C 0.757 0.128 -5.065
C 1.981 0.091 -4.200
H 0.838 0.902 -5.836
H -0.165 0.339 -4.501
H 0.620 -0.849 -5.538
C 2.737 1.175 -3.946
C 2.536 2.541 -4.510
H 3.534 1.119 -3.205
H 3.420 2.824 -5.098
H 2.436 3.259 -3.681
H 1.648 2.656 -5.147
La -0.045 0.204 -1.403
Cl 0.188 2.781 -2.613
C -1.799 2.310 -0.474
O -2.149 1.309 -1.156
N -2.633 3.023 0.251
C -4.022 2.575 0.294
C -2.204 4.296 0.822
H -0.746 2.634 -0.442
H -4.056 1.572 -0.148
H -4.652 3.256 -0.292
H -4.369 2.547 1.333
H -1.103 4.318 0.781
H -2.539 4.355 1.869
H -2.602 5.127 0.215
H 2.323 -4.509 1.055
H 0.838 -3.111 2.791
C 2.270 -3.578 0.472
C 0.780 -2.334 2.016
N 1.005 -2.901 0.697
H 2.342 -3.810 -0.596
C 0.053 -2.936 -0.247
O -0.853 -2.089 -0.362
H -0.196 -1.847 2.073
H 0.196 -3.759 -0.972
H 3.101 -2.918 0.758
H 1.566 -1.598 2.234
H -4.440 -1.520 -4.439
H -3.708 -4.121 -4.245
C -3.434 -1.436 -4.875
C -2.691 -3.803 -4.525
N -2.518 -2.384 -4.250
H -3.073 -0.413 -4.738
C -1.649 -1.975 -3.334
O -1.578 -0.770 -2.963
H -1.948 -4.343 -3.928
H -0.979 -2.743 -2.927
H -3.494 -1.673 -5.942
H -2.518 -3.986 -5.596
O 2.567 1.061 1.526
C 1.416 1.024 1.920
N 1.008 0.995 3.273
C -0.405 0.912 3.418
C -0.818 0.689 1.936
O -1.934 0.325 1.566
N 0.263 0.902 1.122
C -0.863 -0.250 4.310
C -2.205 -0.615 4.218
C -2.741 -1.563 5.082
C -1.923 -2.161 6.035
C -0.570 -1.818 6.118
C -0.024 -0.858 5.251
C -1.011 2.200 3.990
C -0.328 2.988 4.924
C -1.024 4.026 5.560
C -2.360 4.282 5.247
C -3.021 3.506 4.295
C -2.339 2.458 3.677
H 1.643 1.295 3.993
H -2.814 -0.174 3.434
H -3.791 -1.817 4.976
H -2.337 -2.901 6.714
H 0.083 -2.288 6.848
H 1.040 -0.594 5.289
H 0.722 2.786 5.162
H -0.499 4.618 6.306
H -2.893 5.083 5.751
H -4.060 3.680 4.031
H -2.834 1.807 2.960
```

## Properties
- HOMO: -7.92 eV
- Relative energy (zero: lowest compared OMol25 entry of this formula, charge and spin): 0.0 kcal per mole
- Frontier orbital gap: 8.15 eV

Here are the Löwdin charges for atoms 1 to 8, given in e:
1 O -0.423
2 C -0.436
3 C -0.184
4 C -0.049
5 H 0.092
6 C -0.083
7 H 0.104
8 C -0.101

2.
Molecular formula: C35H45F4N4PSSn
Method: DFT, ωB97M-V/def2-TZVPD

The geometry in XYZ format:
```
91
C35H45F4N4PSSn | OMol25 | ωB97M-V/def2-TZVPD
Sn 0.948 0.453 0.201
C 1.582 3.412 1.745
N 0.904 2.199 2.173
C -0.424 2.526 2.679
C 1.640 1.447 3.191
C 3.074 1.123 2.812
N 3.123 0.397 1.555
C 4.302 -0.023 1.093
C 4.367 -0.722 -0.149
F 3.210 -0.954 -0.815
C 5.525 -1.181 -0.717
F 5.455 -1.848 -1.888
C 6.767 -0.986 -0.137
C 6.756 -0.318 1.071
F 7.930 -0.099 1.701
C 5.602 0.128 1.675
F 5.775 0.732 2.883
H 1.751 4.107 2.584
H 2.543 3.165 1.295
H 0.978 3.909 0.984
H -0.369 3.243 3.514
H -1.028 2.956 1.878
H -0.910 1.616 3.028
H 1.655 1.983 4.157
H 1.102 0.504 3.327
H 3.654 2.053 2.744
H 3.491 0.548 3.646
H 7.676 -1.342 -0.594
C -4.351 -0.385 0.430
C -3.990 -1.731 -0.211
C -5.168 -2.158 -1.085
P -2.374 -1.572 -1.107
C -1.884 -3.228 -1.811
C -0.513 -2.972 -2.456
C -2.775 -4.042 -2.745
C -2.605 -0.425 -2.483
C -3.444 -0.862 -3.520
C -3.808 -0.068 -4.585
C -4.712 -0.558 -5.687
C -3.311 1.246 -4.588
C -2.484 1.706 -3.600
C -2.059 0.894 -2.492
N -1.214 1.336 -1.564
C -0.962 2.712 -1.465
C -1.845 3.528 -0.730
C -3.092 2.921 -0.151
C -1.558 4.873 -0.541
C -0.407 5.456 -1.059
C -0.104 6.916 -0.838
C 0.458 4.644 -1.775
C 0.202 3.293 -1.994
C 1.156 2.509 -2.859
H -5.259 -0.484 1.031
H -4.535 0.354 -0.354
H -3.550 -0.027 1.068
H -3.784 -2.478 0.562
H -5.316 -1.438 -1.890
H -6.074 -2.170 -0.476
H -5.046 -3.148 -1.520
H -1.731 -3.806 -0.894
H -0.588 -2.136 -3.158
H -0.214 -3.858 -3.026
H 1.459 -2.317 -1.966
H -2.893 -3.563 -3.717
H -3.758 -4.230 -2.317
H -2.299 -5.011 -2.916
H -3.836 -1.871 -3.474
H -4.942 -1.617 -5.563
H -4.243 -0.423 -6.666
H -5.656 -0.007 -5.704
H -3.593 1.914 -5.397
H -2.113 2.722 -3.646
H -2.839 1.990 0.362
H -3.804 2.669 -0.942
H -3.572 3.607 0.548
H -2.261 5.484 0.019
H -0.990 7.445 -0.484
H 0.237 7.390 -1.760
H 0.683 7.045 -0.090
H 1.362 5.071 -2.202
H 1.281 2.999 -3.827
H 0.790 1.497 -3.025
H 2.142 2.442 -2.394
S -1.038 -0.515 1.488
C -1.008 -1.552 0.058
C 0.995 -3.990 -0.695
C 0.586 -2.681 -1.420
N 0.259 -1.648 -0.457
H 0.307 -4.810 -0.920
H 0.998 -3.829 0.382
H 1.997 -4.297 -0.996
```

## Properties
- <S²>: 0.76
- HOMO (spin up / spin down): -2.90 / -3.97 eV
- Charge: -1
- Spin multiplicity: 2
- Relative energy (zero: lowest compared OMol25 entry of this formula, charge and spin): 0.0 kcal per mole
- Frontier orbital gap (spin up / spin down): 5.45 / 6.52 eV

Here are the Löwdin charges for atoms 1 to 8, given in e:
1 Sn 1.200
2 C -0.097
3 N -0.382
4 C -0.123
5 C -0.239
6 C -0.266
7 N -0.077
8 C -0.206

3.
Molecular formula: C35H45N5NiO2S
Method: DFT, ωB97M-V/def2-TZVPD

The geometry in XYZ format:
```
89
C35H45N5NiO2S | OMol25 | ωB97M-V/def2-TZVPD
Ni -1.041 -0.456 -0.165
C -0.893 -2.024 3.044
C -0.628 -3.406 2.434
C -1.916 -3.964 1.808
C 0.583 -3.383 1.495
C 1.796 -3.762 2.057
C 2.964 -3.779 1.312
C 2.917 -3.470 -0.034
C 1.733 -3.100 -0.653
C 1.744 -2.777 -2.131
C 2.876 -1.815 -2.508
C 1.832 -4.071 -2.951
C 0.555 -3.002 0.126
N -0.595 -2.453 -0.467
C -1.258 -3.125 -1.427
O -1.206 -4.328 -1.643
C -2.131 -2.204 -2.231
C -2.854 -2.568 -3.353
C -3.524 -1.572 -4.053
C -3.434 -0.251 -3.633
C -2.685 0.025 -2.503
N -2.082 -0.944 -1.832
C -2.424 1.400 -1.955
O -2.917 2.403 -2.466
N -1.600 1.343 -0.903
C -1.120 2.517 -0.278
C -1.784 3.075 0.838
C -1.249 4.224 1.415
C -0.094 4.812 0.936
C 0.548 4.265 -0.164
C 0.055 3.127 -0.787
C 0.731 2.583 -2.028
C 0.177 3.288 -3.275
C 2.257 2.691 -2.006
C -3.105 2.584 1.419
C -4.261 3.242 0.651
C -3.305 1.062 1.495
H -1.766 -2.048 3.699
H -1.092 -1.305 2.252
H -0.028 -1.667 3.605
H -0.350 -4.067 3.260
H -2.490 -3.170 1.335
H -2.537 -4.422 2.580
H -1.696 -4.718 1.052
H 1.821 -4.063 3.099
H 3.905 -4.057 1.773
H 3.832 -3.497 -0.612
H 0.809 -2.277 -2.387
H 3.855 -2.289 -2.419
H 2.857 -0.930 -1.870
H 2.756 -1.496 -3.545
H 2.732 -4.631 -2.690
H 1.863 -3.842 -4.019
H 0.962 -4.696 -2.755
H -2.866 -3.606 -3.656
H -4.108 -1.825 -4.928
H -3.915 0.565 -4.154
H -1.765 4.673 2.257
H 0.295 5.707 1.406
H 1.432 4.751 -0.560
H 0.483 1.524 -2.103
H 0.414 4.354 -3.247
H -0.905 3.187 -3.331
H 0.621 2.856 -4.175
H 2.597 3.722 -2.125
H 2.669 2.111 -2.833
H 2.665 2.288 -1.079
H -3.140 2.959 2.446
H -4.202 2.991 -0.407
H -4.209 4.328 0.741
H -5.222 2.902 1.042
H -3.817 0.687 0.611
H -3.912 0.804 2.365
H -2.349 0.541 1.594
S 1.291 0.007 0.301
C 1.798 0.696 1.756
N 2.671 0.027 2.520
C 3.504 0.658 3.538
C 3.505 2.163 3.314
C 2.057 2.629 3.228
N 1.401 1.911 2.145
H 2.919 -0.892 2.174
H 4.514 0.254 3.467
H 3.122 0.427 4.536
H 4.007 2.384 2.370
H 4.029 2.673 4.121
H 1.995 3.697 3.029
H 1.547 2.430 4.176
H 0.782 2.407 1.516
```

## Properties
- HOMO (spin up / spin down): -7.85 / -7.85 eV
- Frontier orbital gap (spin up / spin down): 7.38 / 7.38 eV

Here are the Löwdin charges for atoms 1 to 8, given in e:
1 Ni 0.416
2 C -0.062
3 C -0.355
4 C -0.061
5 C -0.134
6 C -0.061
7 C -0.095
8 C -0.052

4.
Molecular formula: C35H46AsN2PPdS2
Method: DFT, ωB97M-V/def2-TZVPD

The geometry in XYZ format:
```
88
C35H46AsN2PPdS2 | OMol25 | ωB97M-V/def2-TZVPD
Pd 0.786 0.900 -0.256
S 1.735 0.145 -2.330
C 0.728 0.619 -3.686
C 1.265 0.450 -4.972
C 0.536 0.767 -6.099
C -0.754 1.276 -5.988
C -1.298 1.460 -4.730
C -0.570 1.138 -3.586
As -1.306 1.344 -1.818
C -3.108 2.008 -2.167
C -3.391 3.357 -2.355
C -4.691 3.768 -2.613
C -5.716 2.836 -2.688
C -5.440 1.490 -2.499
C -4.142 1.080 -2.234
C -0.428 2.997 -1.236
C 0.520 3.663 -2.013
C 1.159 4.787 -1.515
C 0.861 5.257 -0.244
C -0.084 4.606 0.535
C -0.723 3.478 0.043
H 2.271 0.061 -5.067
H 0.978 0.619 -7.076
H -1.325 1.529 -6.872
H -2.300 1.861 -4.634
H -2.597 4.093 -2.299
H -4.902 4.820 -2.757
H -6.729 3.159 -2.891
H -6.236 0.758 -2.555
H -3.936 0.025 -2.083
H 0.770 3.285 -2.996
H 1.905 5.290 -2.117
H 1.374 6.127 0.145
H -0.312 4.966 1.530
H -1.457 2.965 0.658
S 2.602 2.006 0.815
C 3.988 0.962 0.547
N 3.913 -0.336 0.861
C 4.990 -1.095 0.661
C 6.188 -0.622 0.165
C 6.267 0.728 -0.161
C 5.158 1.526 0.023
H 1.936 -0.941 0.984
H 4.887 -2.144 0.924
H 7.028 -1.290 0.032
H 7.181 1.148 -0.563
H 5.167 2.575 -0.236
C -1.528 -2.304 -0.507
C -0.963 -3.029 0.727
C -0.026 -4.115 0.176
C -2.097 -3.718 1.493
P 0.056 -1.818 1.721
N 0.965 -1.027 0.670
C -1.088 -0.665 2.687
C -1.702 -1.261 3.958
C -2.238 -0.190 1.786
C -0.304 0.617 3.033
C 1.213 -2.737 2.881
C 2.375 -3.345 2.071
C 0.563 -3.871 3.685
C 1.848 -1.729 3.854
H -1.951 -3.061 -1.171
H -0.741 -1.776 -1.044
H -2.321 -1.599 -0.267
H -0.585 -4.694 -0.561
H 0.310 -4.809 0.945
H 0.839 -3.678 -0.323
H -2.566 -4.444 0.823
H -2.876 -3.030 1.814
H -1.742 -4.266 2.366
H -2.255 -2.181 3.772
H -2.408 -0.532 4.366
H -0.960 -1.452 4.729
H -2.966 -0.967 1.560
H -1.870 0.227 0.847
H -2.767 0.605 2.318
H 0.507 0.476 3.742
H -1.001 1.346 3.450
H 0.134 1.029 2.119
H 2.095 -4.270 1.577
H 3.179 -3.576 2.773
H 2.765 -2.659 1.322
H 0.210 -4.679 3.045
H -0.264 -3.542 4.309
H 1.324 -4.293 4.346
H 2.337 -0.908 3.325
H 2.613 -2.257 4.426
H 1.137 -1.323 4.567
```

## Properties
- <S²>: 2.01
- HOMO (spin up / spin down): -6.70 / -7.02 eV
- Spin multiplicity: 3
- Relative energy (zero: lowest compared OMol25 entry of this formula, charge and spin): 0.0 kcal per mole
- Frontier orbital gap (spin up / spin down): 7.28 / 6.26 eV

Here are the Löwdin charges for atoms 1 to 8, given in e:
1 Pd 0.345
2 S 0.595
3 C -0.715
4 C -0.138
5 C -0.094
6 C -0.099
7 C -0.107
8 C -0.427

5.
Molecular formula: C35H46Cl2FeGe2N3O2S3
Method: DFT, ωB97M-V/def2-TZVPD

The geometry in XYZ format:
```
94
C35H46Cl2FeGe2N3O2S3 | OMol25 | ωB97M-V/def2-TZVPD
Fe 0.133 -1.026 0.605
Cl -0.691 -2.861 3.387
C -2.353 -2.396 3.500
C -2.996 -2.703 4.675
C -4.347 -2.396 4.823
C -5.054 -1.800 3.796
C -4.411 -1.505 2.608
Cl -5.342 -0.784 1.362
C -3.025 -1.783 2.412
S -2.343 -1.438 0.893
H -2.454 -3.199 5.467
H -4.852 -2.644 5.747
H -6.104 -1.571 3.904
C 0.792 3.745 0.056
C 0.357 2.416 0.675
Ge -0.826 1.375 -0.545
C -2.666 1.668 0.068
C -2.992 3.160 -0.017
C -0.540 2.084 -2.332
C -0.066 1.178 -3.196
Ge -0.083 -0.594 -2.358
C 1.463 -1.717 -2.809
C 1.264 -2.345 -4.192
C -1.760 -1.600 -2.647
C -2.534 -1.189 -3.903
C 0.440 1.510 -4.552
C 0.104 0.753 -5.673
C 0.580 1.098 -6.927
C 1.416 2.195 -7.077
C 1.768 2.951 -5.967
C 1.281 2.611 -4.715
H 1.412 4.320 0.749
H -0.064 4.369 -0.206
H 1.369 3.598 -0.858
H -0.243 2.588 1.573
H 1.222 1.828 0.975
H -2.758 1.312 1.096
H -3.355 1.085 -0.544
H -2.325 3.758 0.609
H -4.011 3.355 0.320
H -2.912 3.533 -1.039
H -0.673 3.127 -2.617
H 1.581 -2.493 -2.053
H 2.361 -1.099 -2.785
H 0.305 -2.861 -4.277
H 2.044 -3.083 -4.384
H 1.314 -1.601 -4.985
H -2.395 -1.472 -1.770
H -1.498 -2.660 -2.690
H -2.655 -0.107 -3.969
H -3.529 -1.635 -3.902
H -2.031 -1.525 -4.810
H -0.557 -0.096 -5.570
H 0.296 0.512 -7.791
H 1.793 2.460 -8.055
H 2.421 3.806 -6.079
H 1.558 3.200 -3.848
C 3.096 1.237 -0.868
C 3.281 -0.031 -0.103
N 2.384 -0.976 -0.018
C 2.878 -2.097 0.610
C 4.161 -1.987 1.039
S 4.775 -0.449 0.621
C 2.015 -3.277 0.628
C 2.391 -4.561 0.845
S 1.061 -5.603 0.609
C 0.063 -4.278 0.229
N 0.680 -3.119 0.286
C -1.345 -4.515 -0.202
H 2.055 1.335 -1.169
H 3.710 1.216 -1.770
H 3.388 2.111 -0.287
H 4.766 -2.719 1.548
H 3.372 -4.933 1.088
H -1.385 -4.596 -1.289
H -1.998 -3.700 0.099
H -1.727 -5.443 0.218
O 1.013 -0.289 2.265
C 0.327 0.312 3.160
O -0.872 0.604 3.140
C 1.150 0.739 4.381
N 0.217 1.519 5.281
C 0.736 2.933 5.369
C 2.230 2.758 5.169
C 2.303 1.704 4.063
H 1.487 -0.146 4.917
H 0.153 1.096 6.204
H -0.707 1.450 4.812
H 0.433 3.371 6.316
H 0.278 3.486 4.550
H 2.698 2.397 6.087
H 2.710 3.695 4.896
H 3.255 1.181 4.027
H 2.135 2.164 3.089
```

## Properties
- <S²>: 8.79
- HOMO (spin up / spin down): -12.47 / -12.53 eV
- Charge: +2
- Spin multiplicity: 6
- Relative energy (zero: lowest compared OMol25 entry of this formula, charge and spin): 26.7 kcal per mole
- Frontier orbital gap (spin up / spin down): 8.03 / 4.91 eV

Here are the Löwdin charges for atoms 1 to 8, given in e:
1 Fe 0.565
2 Cl 0.785
3 C -0.635
4 C -0.093
5 C -0.021
6 C -0.085
7 C -0.655
8 Cl 0.759